## P
Entry from OMol25: 5 unconnected molecules or ions with the total composition H9O4S (ωB97M-V with the def2-TZVPD basis set).

Geometry (Å):
S  1.0746  1.4289  1.6211
H  0.7519  2.7234  1.3348
H  -1.3502  1.3291  -0.6205
H  -0.2531  0.2960  -1.2565
O  -1.1281  0.7094  -1.3166
H  0.4039  -1.8515  -0.9378
H  -0.2822  -3.2078  -0.9701
O  0.5954  -2.8143  -0.9486
H  -2.0608  -0.0464  0.6614
H  -2.9187  -0.2108  -0.5328
O  -2.8943  -0.4696  0.4159
H  1.6976  -0.9249  -0.5878
H  1.6307  0.6162  -0.3780
O  1.4995  -0.1079  -1.0535

2S+1 = 1
total charge = -1
E_HOMO = -3.6 eV

=====

## Q
Entry from OMol25: 5 unconnected molecules or ions with the total composition H9O4S (ωB97M-V with the def2-TZVPD basis set).

Geometry (Å):
S  -1.8697  -0.1694  -0.1862
H  -2.6389  -1.0506  -0.8671
H  -0.2826  -1.5037  0.0220
H  0.9147  -1.0890  0.8846
O  0.6888  -1.7893  0.2839
H  -0.0466  1.6638  -0.1166
H  1.1906  1.4491  -0.8659
O  0.8520  1.9781  -0.1056
H  -0.1143  -0.0089  -1.9775
H  0.7374  -0.9707  -1.2346
O  0.8379  -0.1937  -1.8777
H  1.0586  1.2208  1.5903
H  0.2872  0.2392  2.4007
O  1.2224  0.3500  2.0923

2S+1 = 1
total charge = -1
E_HOMO = -4.1 eV

=====

Name the most stable of them. Q.

=====

## P
Entry from OMol25: a single CCl4OS molecule (ωB97M-V with the def2-TZVPD basis set).

Geometry (Å):
C  -0.6712  -0.2585  -0.0584
O  0.8447  1.7644  0.5761
S  1.1124  0.3621  0.8722
Cl  -0.4328  -0.5897  -1.7421
Cl  -1.2812  -1.7918  0.7744
Cl  -1.8196  0.9811  0.1655
Cl  2.2476  -0.4677  -0.5876

2S+1 = 1
E_HOMO = -10.3 eV

=====

## Q
Entry from OMol25: a molecular structure, CCl4OS (ωB97M-V with the def2-TZVPD basis set).

Geometry (Å):
C  -1.0417  -0.6378  -0.0014
O  2.1859  -0.7483  -1.2261
S  1.3927  -0.7504  -0.0118
Cl  -1.3785  0.7684  0.9192
Cl  -1.5822  -0.5057  -1.6318
Cl  -1.4616  -2.0138  0.7498
Cl  1.4766  1.2403  0.5965

2S+1 = 1
E_HOMO (alpha / beta) = -9.2 / -9.2 eV

=====

Name the most stable of them. P.

=====

## P
Entry from OMol25: a single C3H5N3 molecule (ωB97M-V with the def2-TZVPD basis set).

Geometry (Å):
C  0.8989  1.1141  0.4487
C  0.0213  -0.0219  0.0382
C  -0.1971  -1.2776  0.5508
N  -1.1186  -1.9205  -0.2171
N  -1.4876  -1.1378  -1.1781
N  -0.8074  0.0067  -1.0323
H  1.8814  0.7467  0.7550
H  1.0450  1.8185  -0.3760
H  0.4704  1.6659  1.2913
H  0.2502  -1.7463  1.4156
H  -0.9567  0.7521  -1.6960

2S+1 = 1
E_HOMO = -9.5 eV
SMILES = Cc1cnn[nH]1

=====

## Q
Entry from OMol25: a molecular structure, C3H5N3 (ωB97M-V with the def2-TZVPD basis set).

Geometry (Å):
C  0.4740  -0.8180  -0.7526
C  0.3417  -0.3739  -2.0725
C  0.0662  0.2676  0.0202
N  0.0195  0.8883  -2.0523
N  -0.1577  1.3208  -0.8494
N  -0.2623  0.2879  1.9455
H  0.6186  -1.7128  -0.2010
H  0.5398  -0.9117  -2.9723
H  -0.4877  2.2720  -0.7173
H  -0.0399  -0.7312  2.0144
H  0.6116  0.8495  1.9785

2S+1 = 1
E_HOMO = -9.4 eV

=====

Name the most stable of them. P.

=====

## P
Entry from OMol25: a single C3H5N3 molecule (ωB97M-V with the def2-TZVPD basis set).

Geometry (Å):
C  0.0509  1.6251  -0.4474
C  0.0139  0.2013  0.0047
C  0.0064  -0.9901  -0.7441
N  -0.0464  -2.0252  0.0876
N  -0.0731  -1.4488  1.2714
N  -0.0349  -0.1297  1.2930
H  0.5038  2.2488  0.3266
H  0.6356  1.7254  -1.3655
H  -0.9569  2.0084  -0.6432
H  0.0438  -1.1359  -1.8148
H  -0.0941  -1.9884  2.1220

2S+1 = 1
E_HOMO = -9.8 eV
SMILES = Cc1cn[nH]n1

=====

## Q
Entry from OMol25: a single C3H5N3 molecule (ωB97M-V with the def2-TZVPD basis set).

Geometry (Å):
C  -0.2152  -0.2853  -0.7718
C  0.9853  -0.1714  -0.4353
C  2.3439  -0.0186  0.1921
N  -1.4690  -0.1298  -1.2162
N  -2.5698  -0.0674  0.9106
N  -2.4279  0.1882  -0.4100
H  -1.4055  -0.2247  1.2994
H  2.6467  -0.8894  0.7501
H  3.2321  0.1591  -0.4528
H  2.1787  0.7950  0.9070
H  -3.2992  0.6443  -0.7730

2S+1 = 1
E_HOMO (alpha / beta) = -8.3 / -8.3 eV

=====

## R
Entry from OMol25: a single C3H5N3 molecule (ωB97M-V with the def2-TZVPD basis set).

Geometry (Å):
H  -2.5555  -0.0669  -0.1301
N  -1.7945  -0.7791  -0.2146
C  -0.6275  -0.1503  -0.1556
N  -0.5086  1.2932  0.1147
C  0.5129  -0.8186  0.1612
C  1.7334  -0.2522  -0.1391
N  2.9133  0.0895  -0.1887
H  -1.2002  2.0666  -0.3385
H  0.4704  1.5033  -0.0008
H  0.4776  -1.7555  -0.2957
H  0.5788  -1.1301  1.1872

2S+1 = 1
E_HOMO = -9.9 eV
SMILES = [H]/N=C(\N)CC#N

=====

## S
Entry from OMol25: a single C3H5N3 molecule (ωB97M-V with the def2-TZVPD basis set).

Geometry (Å):
N  1.9826  -0.2098  -0.1996
C  0.6153  -0.0757  -0.0207
C  -0.2094  0.9517  -0.3473
N  -1.5104  0.5254  -0.0281
C  -1.3354  -0.7454  0.4887
N  -0.1025  -1.1403  0.5219
H  2.3389  -0.9998  0.3171
H  2.5208  0.6319  -0.0487
H  0.0021  1.9659  -0.6538
H  -2.1016  0.3748  -0.8452
H  -2.2032  -1.3043  0.8291

2S+1 = 1
E_HOMO = -8.1 eV
SMILES = Nc1c[nH]cn1

=====

Name the most stable of them. S.

=====

## P
Entry from OMol25: 2 unconnected molecules or ions with the total composition C3H5N3 (ωB97M-V with the def2-TZVPD basis set).

Geometry (Å):
N  0.5560  -1.8061  0.5035
C  0.5677  -0.6551  0.5712
N  0.6835  0.6052  1.0270
N  0.0663  1.0388  2.2262
H  1.3684  1.2330  0.6244
H  -0.9381  0.8690  2.1816
H  0.3996  0.5407  3.0483
C  -0.8362  0.0481  -2.7864
C  -0.5762  -1.0600  -2.4063
H  -0.9860  1.1586  -3.0380
H  -0.3049  -1.9722  -1.9515

2S+1 = 1
E_HOMO = -9.9 eV
SMILES = N#CNN.C#C

=====

## Q
Entry from OMol25: a molecular structure, C3H5N3 (ωB97M-V with the def2-TZVPD basis set).

Geometry (Å):
N  -1.7834  -0.3417  0.2958
C  -0.5054  -0.4403  -0.2202
C  0.6134  -1.1593  0.2208
C  1.7271  -0.4031  0.2438
N  1.5484  1.0227  0.1042
N  0.3552  1.3337  -0.0317
H  -2.0016  -1.0603  0.9661
H  -2.4938  -0.2275  -0.4130
H  -0.4505  -0.3508  -1.3116
H  2.7698  -0.7169  0.2893
H  0.2207  2.3435  -0.1436

2S+1 = 1
E_HOMO = -8.5 eV

=====

Name the most stable of them. P.

=====

## P
Entry from OMol25: a single C3H5N3 molecule (ωB97M-V with the def2-TZVPD basis set).

Geometry (Å):
N  2.0496  -0.1755  -0.1526
C  0.6484  -0.1223  -0.0864
C  -0.1964  0.8664  -0.5197
N  -1.4638  0.4159  -0.1876
C  -1.3170  -0.7934  0.3995
N  -0.0584  -1.1563  0.4722
H  2.3650  -1.0102  0.3288
H  2.4790  0.6330  0.2815
H  -0.0247  1.7832  -1.0628
H  -2.3218  0.9396  -0.2482
H  -2.1559  -1.3591  0.7817

2S+1 = 1
E_HOMO = -8.0 eV
SMILES = Nc1c[nH]cn1

=====

## Q
Entry from OMol25: 2 unconnected molecules or ions with the total composition C3H5N3 (ωB97M-V with the def2-TZVPD basis set).

Geometry (Å):
H  0.9463  2.2142  -0.0149
N  0.9396  1.1954  0.0223
C  -0.2299  0.7549  0.1842
C  -1.1005  -0.3873  0.3264
N  -1.5614  1.0504  0.4080
H  -1.1482  -0.9420  1.2602
H  -1.3595  -0.9521  -0.5665
H  -2.1153  1.3594  -0.3842
C  1.8973  -1.4122  -0.4136
N  1.0076  -2.1405  -0.3258
H  2.6905  -0.6980  -0.4876

2S+1 = 1
E_HOMO = -9.9 eV
SMILES = [H]/N=C1/CN1.C#N

=====

Name the most stable of them. P.

=====

## P
Entry from OMol25: a single C7H10 molecule (ωB97M-V with the def2-TZVPD basis set).

Geometry (Å):
C  -1.1860  -1.9771  0.7815
C  -0.5340  -0.9318  0.3060
C  0.0732  0.1636  1.2281
C  0.8733  0.8371  0.2381
C  0.9339  2.0356  -0.6791
C  -0.0081  0.7878  -0.9532
C  -0.0865  -0.6564  -1.2403
H  -1.6433  -2.6417  0.0950
H  -1.5649  -2.0840  1.8803
H  0.4619  -0.6428  2.0383
H  -0.5333  0.9413  1.8136
H  1.6085  0.1952  0.0353
H  0.3578  2.9132  -0.3862
H  2.0120  2.1526  -1.0929
H  -0.9907  1.0788  -0.5967
H  0.9751  -1.1703  -1.4607
H  -0.7487  -1.0011  -2.0071

2S+1 = 1
E_HOMO = -9.0 eV
SMILES = C=C1C[C@@H]2C[C@H]2C1

=====

## Q
Entry from OMol25: a single C7H10 molecule (ωB97M-V with the def2-TZVPD basis set).

Geometry (Å):
C  1.8168  0.6633  1.5962
C  1.0756  0.1056  0.6257
C  1.1047  0.3553  -0.8879
C  0.2330  -0.9009  -0.9984
C  -1.0582  -0.6822  -0.2955
C  -1.8514  0.6141  -0.3015
C  0.1700  -1.0216  0.5368
H  1.1610  1.5516  1.4231
H  1.7705  0.1335  2.5488
H  0.7325  1.2783  -1.3452
H  2.1416  0.2000  -1.2108
H  0.4325  -1.7317  -1.6582
H  -1.6998  -1.5619  -0.3361
H  -2.4365  0.6854  -1.2272
H  -2.5563  0.6520  0.5360
H  -1.2212  1.5066  -0.2422
H  0.1851  -1.8475  1.2364

2S+1 = 1
E_HOMO = -8.1 eV
SMILES = C=C1C[C@@H]2[C@H](C)[C@H]12

=====

Name the most stable of them. Q.

=====

## P
Entry from OMol25: a single C7H10 molecule (ωB97M-V with the def2-TZVPD basis set).

Geometry (Å):
C  -1.8687  0.5106  -0.0563
C  -1.0428  -0.7531  -0.1241
C  0.1762  -1.0177  0.7334
C  0.8877  0.1343  1.3585
C  1.5280  0.8708  0.4508
C  1.1923  0.4309  -0.9599
C  0.3264  -0.8156  -0.7574
H  -2.3389  0.7028  -1.0281
H  -2.6691  0.4294  0.6889
H  -1.2553  1.3787  0.2026
H  -1.6412  -1.6397  -0.3423
H  0.3782  -1.9759  1.2042
H  0.8912  0.2858  2.4344
H  2.2170  1.6806  0.6738
H  0.6690  1.2368  -1.4957
H  2.0832  0.1895  -1.5524
H  0.5112  -1.6632  -1.4111

2S+1 = 1
E_HOMO = -8.8 eV
SMILES = C[C@@H]1[C@@H]2C=CC[C@H]12

=====

## Q
Entry from OMol25: a single C7H10 molecule (ωB97M-V with the def2-TZVPD basis set).

Geometry (Å):
C  1.5946  0.7822  0.6953
C  1.4678  -0.8096  0.3789
C  0.5845  -0.9095  -0.8709
C  -0.4823  -0.0984  -0.1034
C  -1.9576  -0.3106  -0.0710
C  -1.3958  0.9847  -0.6042
C  0.4274  0.0114  1.1101
H  1.6188  1.4270  -0.1747
H  2.2978  1.0274  1.5015
H  2.5371  -0.7041  0.4689
H  0.2168  -1.9064  -1.1558
H  1.0319  -0.4426  -1.7528
H  -2.3947  -1.0091  -0.7795
H  -2.4475  -0.2916  0.9005
H  -1.4677  1.1707  -1.6756
H  -1.5151  1.8814  0.0015
H  0.1118  -0.0385  2.1485

2S+1 = 1
E_HOMO = -8.6 eV
SMILES = C1[C@@H]2CC3(CC3)[C@H]12

=====

Name the most stable of them. P.